The following is a DFT calculation (wB97M-V/def2-TZVPD) of a structure of composition C6H9N.

Energy above the lowest of the compared OMol25 structures with the same formula, charge and spin = 3.075 eV
Highest occupied orbital energy = -8.53 eV
LUMO = 0.04420 Eh
Energy = -288.6690 Eh
F_max = 0.5 eV/Å

Structure (ORCA input):
```
! RIJCOSX wB97M-V def2-TZVPD def2/J DEFGRID3
* xyz 0 1
C 0.05 1.46 -1.34
N 0.40 0.76 -0.12
C -0.75 0.20 0.70
C -0.80 -0.98 -0.31
C 0.73 -0.72 -0.23
C 1.07 -0.98 1.24
C 0.07 -0.36 1.87
H -0.35 2.43 -1.05
H 0.97 1.63 -1.91
H -0.68 0.96 -2.01
H -1.61 0.83 0.91
H -1.20 -0.65 -1.28
H -1.21 -1.95 -0.03
H 1.42 -1.05 -1.01
H 1.96 -1.43 1.64
H -0.07 -0.16 2.93
*
```

Mulliken atomic charge list, values in e, 6 entries: C -0.832; N -0.371; C -0.053; C -0.621; C -0.053; C -0.553



The following is a DFT calculation (wB97M-V/def2-TZVPD) of a structure of composition C63H45CdF3N4O3S3.

Highest occupied orbital energy (spin up / spin down) = -1.92 / -0.50 eV
LUMO (spin up / spin down) = 0.13189 / 0.13197 Eh
Energy = -4534.4489 Eh
F_max = 1.0 eV/Å

Structure (ORCA input):
```
! RIJCOSX wB97M-V def2-TZVPD def2/J DEFGRID3
* xyz -2 1
Cd 0.61 0.13 -0.15
O 2.23 0.21 1.30
C 3.36 -0.54 1.08
C 3.41 -1.16 -0.38
C 3.38 -0.12 -1.47
C 4.47 0.12 -2.29
C 4.36 1.14 -3.24
C 3.21 1.88 -3.32
C 2.12 1.60 -2.47
C 1.09 2.70 -2.26
C -0.39 2.42 -1.91
O -0.52 1.80 -0.67
C -1.07 3.82 -1.75
C -0.62 4.99 -2.37
C -1.24 6.22 -2.15
C -2.33 6.32 -1.30
C -2.77 5.17 -0.65
C -2.14 3.95 -0.86
C -1.10 1.51 -3.10
C -1.93 0.34 -2.48
C -2.74 -0.40 -3.51
C -3.24 0.24 -4.63
C -2.93 1.55 -4.92
C -2.03 2.37 -4.03
N 2.26 0.61 -1.56
C 3.37 -1.68 2.13
C 3.01 -2.99 1.84
C 2.88 -3.94 2.86
C 3.10 -3.58 4.18
C 3.46 -2.27 4.48
C 3.58 -1.33 3.46
C 4.63 0.33 1.21
C 4.52 1.70 1.08
C 5.65 2.51 1.14
C 6.90 1.95 1.33
C 7.02 0.57 1.45
C 5.89 -0.23 1.40
H 2.53 -1.79 -0.48
H 4.30 -1.78 -0.48
H 5.38 -0.45 -2.18
H 5.19 1.35 -3.90
H 3.10 2.67 -4.05
H 1.12 3.30 -3.17
H 1.47 3.30 -1.43
H 0.22 4.97 -3.06
H -0.86 7.10 -2.65
H -2.81 7.27 -1.13
H -3.61 5.22 0.04
H -2.46 3.08 -0.32
H -1.20 -0.34 -2.05
H -2.98 -1.43 -3.31
H -3.88 -0.31 -5.31
H -3.32 2.03 -5.80
H -2.67 3.00 -3.40
H 2.81 -3.30 0.82
H 2.59 -4.95 2.60
H 3.00 -4.32 4.97
H 3.62 -1.97 5.51
H 3.83 -0.30 3.70
H 3.53 2.12 0.94
H 5.54 3.59 1.03
H 7.78 2.58 1.38
H 8.00 0.12 1.59
H 5.99 -1.31 1.50
S 1.18 -6.01 -4.29
C 1.62 -5.64 -5.91
C 1.60 -4.30 -6.12
C 1.22 -3.56 -4.97
C 0.96 -4.34 -3.87
C 0.55 -3.93 -2.54
C 0.45 -2.57 -2.22
N 0.11 -2.10 -1.04
C -0.19 -2.98 -0.02
C -0.11 -4.39 -0.24
C -0.41 -5.27 0.86
C -0.74 -4.79 2.08
C -0.82 -3.36 2.32
C -1.11 -2.82 3.55
C -1.13 -1.43 3.74
C -0.86 -0.64 2.62
N -0.59 -1.12 1.42
C -0.54 -2.48 1.24
C -1.40 -0.79 5.03
C -1.29 0.54 5.37
C -1.65 0.80 6.72
C -2.01 -0.31 7.41
S -1.93 -1.70 6.40
C 0.26 -4.84 -1.49
H 1.87 -6.44 -6.59
H 1.84 -3.85 -7.08
H 1.14 -2.47 -4.96
H 0.65 -1.81 -2.98
H -0.35 -6.34 0.69
H -0.96 -5.46 2.90
H -1.30 -3.49 4.39
H -0.85 0.45 2.69
H -0.95 1.30 4.67
H -1.62 1.79 7.17
H -2.32 -0.41 8.44
H 0.33 -5.91 -1.67
O 0.50 2.40 1.96
H 0.09 2.39 1.07
H 1.22 1.74 1.91
S 0.13 0.67 -4.16
C -1.27 3.31 -4.88
N -0.75 4.05 -5.59
F -8.95 0.92 3.03
C -7.78 1.48 3.43
F -8.05 2.78 3.65
F -7.47 0.93 4.61
C -6.70 1.29 2.41
C -5.62 0.47 2.66
C -4.65 0.30 1.69
C -4.75 0.94 0.45
C -5.85 1.78 0.22
C -6.82 1.95 1.19
C -3.76 0.73 -0.56
C -2.91 0.62 -1.40
H -5.52 -0.03 3.61
H -3.78 -0.33 1.87
H -5.93 2.29 -0.73
H -7.67 2.59 1.01
*
```

Mulliken atomic charge list, values in e, 6 entries: Cd 2.720; O -0.192; C 2.905; C -1.022; C 0.063; C -0.611